# 1
10
Properties=species:S:1:pos:R:3 method="wB97M-V/def2-TZVPD" gap_ev=7.7 e_above_lowest_kcal_mol=28.3 homo_energy_ev=-4.32 total_charge=-1 smiles="O=C1CS(=O)#S([O-])=N1" total_energy_ev=-31409.9365
O 1.349 2.143 -0.163
C 0.502 1.256 -0.162
C 1.009 -0.202 -0.132
S -0.385 -1.481 -0.725
O -0.542 -2.477 0.358
S -1.897 0.254 -0.211
O -2.344 -0.069 1.149
N -0.798 1.419 -0.198
H 1.858 -0.324 -0.796
H 1.249 -0.520 0.879

=====

# 2
9
Properties=species:S:1:pos:R:3 method="wB97M-V/def2-TZVPD" gap_ev=9.3 e_above_lowest_kcal_mol=40.1 homo_energy_ev=-16.07 total_charge=+1 total_energy_ev=-11773.8600
C -0.627 0.348 0.143
C 0.478 0.433 -0.850
N 0.086 -1.867 1.214
O -0.270 -2.499 2.029
O -0.915 -0.520 0.987
O 0.028 -0.427 -1.615
O 1.298 1.390 -1.120
H -1.493 1.068 -0.346
H 1.414 2.073 -0.442

=====

# 3
7
Properties=species:S:1:pos:R:3 method="wB97M-V/def2-TZVPD" gap_ev="6.7 / 6.4" e_above_lowest_kcal_mol=153.5 homo_energy_ev="-8.52 / -8.54" total_charge=0 total_energy_ev=-23713.6905
C -1.052 -1.098 -0.061
C 0.228 1.172 -0.024
N 1.737 -1.197 0.037
P -1.323 0.459 0.053
S 1.790 0.267 -0.015
H -1.715 -1.915 -0.003
H 0.335 2.312 0.012